<w>
Entry from the Open Molecules 2025 dataset: a cluster of 2 separate species, C5H13N2 in total (ωB97M-V/def2-TZVPD).

Structure (XYZ):
```
20
Properties=species:S:1:pos:R:3:nbo_charge:R:1
H 2.373 -0.215 -1.390 0.23
C -0.465 -1.481 -0.289 -0.26
H -3.753 1.460 -0.547 0.45
H 1.370 -0.348 1.562 0.20
H -0.350 1.357 0.476 0.19
C 0.728 1.312 0.286 -0.66
C -2.238 0.129 -0.357 0.35
H -3.606 0.810 1.135 0.44
H -0.233 -1.382 -1.255 0.21
C 2.430 -0.414 -0.285 -0.69
N -1.651 -0.900 0.159 -0.49
H 3.176 0.301 0.073 0.24
C 1.253 -0.124 0.514 -0.03
H -0.157 -2.329 0.175 0.22
N -3.275 0.779 0.100 -0.77
H -2.143 -1.066 1.091 0.42
H 1.289 1.917 1.037 0.25
H -1.763 0.413 -1.360 0.23
H 2.785 -1.487 -0.139 0.24
H 0.899 1.617 -0.765 0.22
```

Computed properties:
LUMO level (spin up / spin down): -3.567 / -3.567 eV
Total charge: +1
Highest occupied orbital energy (spin up / spin down): -12.056 / -12.056 eV

<x>
Entry from the Open Molecules 2025 dataset: a cluster of 2 separate species, C5H13N2 in total (ωB97M-V/def2-TZVPD).

Structure (XYZ):
```
20
Properties=species:S:1:pos:R:3:nbo_charge:R:1
H -1.883 0.922 1.075 0.25
H -1.921 -0.626 0.218 0.26
H 0.013 -2.173 -2.163 0.42
H 0.321 1.665 1.709 0.26
H 0.478 -0.767 -2.777 0.40
C 0.802 1.274 0.803 -0.40
H 1.862 1.238 1.018 0.27
H 0.297 -1.475 0.838 0.30
C 0.297 1.988 -0.453 -0.22
H 1.569 -0.461 -1.137 0.22
C 0.577 -0.652 -0.741 0.33
H 0.515 -2.949 1.619 0.39
H -2.112 1.049 -0.592 0.24
C -1.584 0.398 0.145 -0.62
H -0.640 2.509 -0.517 0.26
N 0.095 -2.034 1.683 -0.99
C -0.066 0.458 -0.154 -0.16
H 0.310 -1.504 2.514 0.39
H 1.104 2.309 -1.093 0.25
N -0.034 -1.171 -1.995 -0.83
```

Computed properties:
LUMO level: -7.401 eV
Total charge: +1
Highest occupied orbital energy: -14.003 eV

Verdict on stability: <x> comes out at the bottom.

<w>
Entry from the Open Molecules 2025 dataset: a cluster of 2 separate species, C5H13N2 in total (ωB97M-V/def2-TZVPD).

Structure (XYZ):
```
20
Properties=species:S:1:pos:R:3:nbo_charge:R:1
H -4.102 1.351 -0.479 0.37
N 1.142 -2.164 -1.432 -0.85
H -1.109 -0.088 0.635 0.25
C 1.918 0.527 -0.839 -0.65
H 2.079 -2.517 -1.306 0.42
H -3.716 0.715 1.036 0.36
H 0.643 -0.322 2.304 0.24
C 0.600 -1.568 -0.290 0.25
H 2.879 0.781 -0.403 0.25
H 0.526 -2.816 -1.897 0.41
C 0.771 0.379 1.483 -0.32
H 1.361 1.445 -1.017 0.23
C 0.930 -0.287 -0.017 -0.08
N -3.537 1.434 0.351 -1.10
H 2.073 0.089 -1.815 0.26
H -0.445 1.623 0.273 0.27
H 1.761 0.804 1.578 0.27
C -0.321 0.644 0.612 -0.21
H -3.840 2.307 0.769 0.37
H 0.386 -2.337 0.452 0.23
```

Computed properties:
LUMO level: -5.568 eV
Total charge: +1
Highest occupied orbital energy: -13.285 eV

<x>
Entry from the Open Molecules 2025 dataset: the ion C5H13N2 with charge +1 (ωB97M-V/def2-TZVPD).

Structure (XYZ):
```
20
Properties=species:S:1:pos:R:3:nbo_charge:R:1
H 1.884 0.956 -0.323 0.39
H 1.472 -2.381 1.877 0.39
C 1.110 -1.662 -0.071 -0.21
C -1.083 1.398 -1.112 0.39
H 1.310 1.043 1.363 0.40
H 0.315 -2.405 -0.064 0.21
N 1.362 0.592 0.494 -0.86
H 2.789 -1.423 1.172 0.39
H -0.665 1.953 -1.932 0.22
C -0.686 0.002 -0.956 -0.58
C 0.350 -0.307 0.203 0.00
N 1.995 -1.949 1.016 -0.81
H -1.553 -0.551 -0.658 0.28
C -1.920 2.055 -0.076 -0.73
H -1.228 2.974 0.287 0.31
H 1.728 -1.532 -1.059 0.20
H -2.340 1.499 0.675 0.25
H -0.342 -0.408 1.126 0.21
H -2.779 2.556 -0.484 0.30
H -0.214 -0.431 -1.917 0.26
```

Computed properties:
LUMO level (spin up / spin down): -6.490 / -6.491 eV
Total charge: +1
Highest occupied orbital energy (spin up / spin down): -12.359 / -12.359 eV

<y>
Entry from the Open Molecules 2025 dataset: the ion C5H13N2 with charge +1 (ωB97M-V/def2-TZVPD).

Structure (XYZ):
```
20
Properties=species:S:1:pos:R:3:nbo_charge:R:1
H -1.471 2.591 1.580 0.24
C -0.705 1.087 0.122 -0.06
H 0.882 2.198 1.092 0.44
H -1.941 1.087 1.845 0.23
H 1.256 0.539 0.904 0.47
H -0.810 -0.728 1.234 0.23
H 1.201 1.548 -0.353 0.44
H 2.354 -2.041 0.036 0.23
H 1.581 -1.280 1.480 0.21
C 1.546 -1.502 0.404 -0.53
H -0.821 1.494 -0.860 0.22
C -0.799 -0.471 0.092 -0.46
H 0.394 -0.806 -2.612 0.40
H 1.196 -2.125 -2.166 0.39
C -1.769 1.700 0.995 -0.64
N 0.704 1.352 0.486 -0.70
N 0.427 -1.513 -1.808 -0.85
H -1.693 -0.819 -0.517 0.28
C 0.504 -1.208 -0.422 0.20
H -2.707 1.820 0.451 0.26
```

Computed properties:
LUMO level: -3.392 eV
SMILES string: C=C(N)C[C@@H](C)[NH3+]
Total charge: +1
Highest occupied orbital energy: -12.737 eV

<z>
Entry from the Open Molecules 2025 dataset: the ion C5H13N2 with charge +1 (ωB97M-V/def2-TZVPD).

Structure (XYZ):
```
20
Properties=species:S:1:pos:R:3:nbo_charge:R:1
C 1.097 0.019 1.406 -0.08
H 0.841 -1.834 0.365 0.26
H -0.444 -1.320 1.403 0.26
N -0.873 0.580 -1.384 -0.89
C -0.216 -1.811 -1.635 -0.64
N 0.065 2.239 1.041 -0.70
C 0.275 -0.930 0.638 -0.51
H -0.950 -2.378 -2.257 0.24
H 0.199 2.464 0.054 0.46
H -1.826 0.570 -1.757 0.38
H 0.576 -1.415 -2.277 0.21
H 0.133 -2.692 -1.114 0.21
C 1.134 1.381 1.536 -0.15
H -0.808 1.698 1.052 0.46
C -0.673 -0.704 -0.631 -0.05
H 0.083 3.159 1.513 0.46
H 1.757 1.739 2.346 0.24
H -0.317 0.636 -2.229 0.37
H -1.701 -0.879 -0.240 0.20
H 1.649 -0.521 2.170 0.24
```

Computed properties:
LUMO level: -3.423 eV
SMILES string: C[C@H](N)C/C=C\[NH3+]
Total charge: +1
Highest occupied orbital energy: -13.648 eV

Verdict on stability: <x> comes out at the bottom.

<w>
Entry from the Open Molecules 2025 dataset: a structure of composition C3H10N4O2 (ωB97M-V/def2-TZVPD).

Structure (XYZ):
```
19
Properties=species:S:1:pos:R:3:nbo_charge:R:1
H 1.965 2.436 -0.336 0.26
C 0.453 0.988 -0.728 0.77
H 1.883 1.166 0.902 0.21
H -1.844 -0.299 2.827 0.31
H 1.205 -1.946 -0.242 0.22
N -2.245 -0.272 1.877 -0.34
H -1.299 -0.617 -2.068 0.40
H 2.599 0.848 -0.712 0.22
C 1.809 1.371 -0.165 -0.69
O 0.283 1.080 -1.936 -0.70
O -0.550 1.873 0.267 -0.82
N -0.403 -0.584 -0.218 -0.08
H -1.029 -2.061 -1.530 0.36
H 0.943 -1.040 1.290 0.22
C 0.458 -1.539 0.449 -0.45
N -1.524 0.016 0.993 0.08
H -1.309 2.078 -0.315 0.47
H -0.133 -2.376 0.830 0.20
N -1.262 -1.124 -1.186 -0.63
```

Computed properties:
LUMO level (spin up / spin down): 0.353 / -0.334 eV
Total charge: 0
Highest occupied orbital energy (spin up / spin down): -7.870 / -8.192 eV

<x>
Entry from the Open Molecules 2025 dataset: a structure of composition C3H10N4O2 (ωB97M-V/def2-TZVPD).

Structure (XYZ):
```
19
Properties=species:S:1:pos:R:3:nbo_charge:R:1
O -1.450 0.835 0.807 -0.90
H 0.352 0.435 -2.391 0.39
H 0.053 -2.346 -0.348 0.21
H -2.273 -1.739 0.256 0.40
H -1.848 1.702 0.649 0.47
C 0.392 -1.464 0.200 -0.45
C 1.074 1.198 1.270 -0.70
N 0.154 -0.297 -0.607 -0.23
N 0.654 -0.417 -1.920 -0.65
C 0.235 1.096 0.008 0.74
H 0.939 2.198 1.675 0.24
O 0.197 2.006 -0.811 -0.70
H 1.452 -1.599 0.443 0.21
N -1.904 -0.226 -0.914 0.29
H 0.810 0.470 2.032 0.22
H 1.675 -0.388 -1.894 0.34
H 2.128 1.079 0.998 0.21
N -2.478 -1.181 -0.585 -0.30
H -0.162 -1.363 1.134 0.22
```

Computed properties:
LUMO level (spin up / spin down): -0.535 / -0.536 eV
Total charge: 0
Highest occupied orbital energy (spin up / spin down): -8.738 / -8.737 eV

Verdict on stability: <w> comes out at the bottom.

<w>
Entry from the Open Molecules 2025 dataset: a structure of composition H5O3 (ωB97M-V/def2-TZVPD).

Structure (XYZ):
```
8
Properties=species:S:1:pos:R:3:nbo_charge:R:1
H 1.816 -1.388 -0.564 0.41
H 0.621 -1.010 0.380 0.46
O 1.419 -1.743 0.246 -1.10
O -0.235 -0.280 0.685 -1.17
H -1.628 1.877 -0.798 0.44
O -0.660 1.886 -0.967 -1.00
H -0.449 1.233 -0.269 0.52
H -0.884 -0.575 1.287 0.43
```

Computed properties:
LUMO level: 4.708 eV
Total charge: -1
Highest occupied orbital energy: -3.918 eV

<x>
Entry from the Open Molecules 2025 dataset: a structure of composition H5O3 (ωB97M-V/def2-TZVPD).

Structure (XYZ):
```
8
Properties=species:S:1:pos:R:3:nbo_charge:R:1
H 1.115 -0.309 0.519 0.51
O 1.863 -1.141 1.237 -1.17
O -2.291 1.002 -0.674 -1.03
O 0.484 0.189 -0.430 -1.13
H 1.394 -1.908 1.230 0.41
H -1.337 0.464 -0.784 0.53
H -2.112 1.890 -0.989 0.45
H 0.489 -0.530 -1.044 0.43
```

Computed properties:
LUMO level: 4.677 eV
Total charge: -1
Highest occupied orbital energy: -4.094 eV

Verdict on stability: <x> comes out at the bottom.

<w>
Entry from the Open Molecules 2025 dataset: the molecule C2H3N3O (ωB97M-V/def2-TZVPD).

Structure (XYZ):
```
9
Properties=species:S:1:pos:R:3:nbo_charge:R:1
C -0.441 0.349 -0.041 0.28
C -1.811 -0.053 -0.028 0.22
H 0.869 1.949 -0.035 0.38
N -0.155 1.595 -0.076 -0.62
O 1.797 -0.517 -0.079 -0.55
N -2.869 -0.564 0.028 -0.25
N 0.392 -0.803 -0.036 -0.33
H 2.092 -0.412 0.898 0.48
H 0.127 -1.543 -0.630 0.39
```

Computed properties:
LUMO level: 0.349 eV
SMILES string: [H]/N=C(/C#N)NO
Total charge: 0
Highest occupied orbital energy: -10.260 eV

<x>
Entry from the Open Molecules 2025 dataset: the molecule C2H3N3O (ωB97M-V/def2-TZVPD).

Structure (XYZ):
```
9
Properties=species:S:1:pos:R:3:nbo_charge:R:1
C -0.344 -0.385 -0.470 0.76
H 0.822 -2.023 -0.776 0.41
N 0.704 0.071 0.372 -0.64
O -1.406 0.196 -0.578 -0.63
N -0.093 2.107 1.467 -0.68
N -0.018 -1.550 -1.059 -0.81
H -0.757 -2.044 -1.523 0.41
C 0.293 1.093 0.919 0.78
H 0.798 2.536 1.647 0.41
```

Computed properties:
LUMO level: 0.737 eV
SMILES string: N=C=NC(N)=O
Total charge: 0
Highest occupied orbital energy: -10.241 eV

<y>
Entry from the Open Molecules 2025 dataset: the molecule C2H3N3O (ωB97M-V/def2-TZVPD).

Structure (XYZ):
```
9
Properties=species:S:1:pos:R:3:nbo_charge:R:1
C -0.709 1.428 0.733 0.19
C 0.279 -0.599 -0.245 0.64
N -0.785 0.350 -0.161 -0.41
H 1.270 -2.035 0.437 0.36
H -0.547 2.496 0.724 0.22
H 0.317 -0.096 -2.091 0.49
O 0.771 -0.714 -1.500 -0.67
N 0.600 -1.329 0.727 -0.70
N -1.209 0.508 1.389 -0.12
```

Computed properties:
LUMO level: 0.582 eV
SMILES string: [H]/N=C(\O)N1C=N1
Total charge: 0
Highest occupied orbital energy: -10.001 eV

Verdict on stability: <y> comes out at the bottom.

<w>
Entry from the Open Molecules 2025 dataset: a structure of composition C2H3N3O (ωB97M-V/def2-TZVPD).

Structure (XYZ):
```
9
Properties=species:S:1:pos:R:3:nbo_charge:R:1
N -0.665 0.694 -0.460 -0.23
H 1.394 1.462 -0.491 0.22
C -1.130 -0.724 -0.298 0.12
C 0.698 0.644 -0.392 0.04
O -1.203 0.395 1.089 -0.53
N 0.038 -1.475 -0.102 -0.34
N 1.031 -0.621 -0.185 -0.21
H 1.981 -0.977 -0.127 0.42
H -2.144 0.602 0.967 0.50
```

Computed properties:
LUMO level: -0.974 eV
Total charge: 0
Highest occupied orbital energy: -8.363 eV

<x>
Entry from the Open Molecules 2025 dataset: a structure of composition C2H3N3O (ωB97M-V/def2-TZVPD).

Structure (XYZ):
```
9
Properties=species:S:1:pos:R:3:nbo_charge:R:1
H -1.896 0.875 0.893 0.42
C -0.941 -0.639 -0.242 0.19
H -1.585 -1.493 -0.111 0.21
N 0.014 1.308 0.266 -0.33
H 2.406 -0.549 -0.261 0.50
N 0.253 -0.718 -0.768 -0.54
C 0.817 0.414 -0.277 0.58
N -1.131 0.563 0.321 -0.37
O 2.062 0.238 0.179 -0.65
```

Computed properties:
LUMO level: 0.931 eV
Total charge: 0
Highest occupied orbital energy: -9.119 eV

<y>
Entry from the Open Molecules 2025 dataset: the molecule C2H3N3O (ωB97M-V/def2-TZVPD).

Structure (XYZ):
```
9
Properties=species:S:1:pos:R:3:nbo_charge:R:1
N -2.133 0.295 0.430 -0.04
H -0.833 -1.328 0.294 0.18
H 0.128 1.363 0.654 0.21
C -0.923 -0.321 0.048 -0.11
C 0.274 0.462 0.198 -0.10
H 1.360 -1.088 -0.428 0.33
O 2.591 0.452 -0.196 -0.46
N -1.925 0.193 -0.786 -0.04
N 1.462 -0.028 -0.215 0.03
```

Computed properties:
LUMO level (spin up / spin down): -0.300 / -0.300 eV
SMILES string: [O-]/[NH+]=C/C1N=N1
Total charge: 0
Highest occupied orbital energy (spin up / spin down): -8.988 / -8.986 eV

<z>
Entry from the Open Molecules 2025 dataset: the molecule C2H3N3O (ωB97M-V/def2-TZVPD).

Structure (XYZ):
```
9
Properties=species:S:1:pos:R:3:nbo_charge:R:1
N -1.183 0.724 0.449 -0.63
H 2.478 0.567 -0.145 0.50
H -1.685 -0.075 -0.019 0.34
N 0.150 0.849 0.143 -0.29
C 0.781 -0.223 -0.120 0.58
O 2.105 -0.308 -0.331 -0.64
N 0.066 -1.410 -0.211 -0.56
C -1.074 -1.736 -0.053 0.31
H -1.639 1.611 0.286 0.38
```

Computed properties:
LUMO level: 0.821 eV
Total charge: 0
Highest occupied orbital energy: -9.147 eV

Verdict on stability: <w> comes out at the bottom.

<w>
Entry from the Open Molecules 2025 dataset: the molecule C2H3N3O (ωB97M-V/def2-TZVPD).

Structure (XYZ):
```
9
Properties=species:S:1:pos:R:3:nbo_charge:R:1
H -0.133 -1.075 -1.626 0.20
H 1.061 0.189 1.149 0.17
N -1.412 -0.014 -0.302 -0.32
C 1.196 -0.183 0.160 -0.11
O -1.103 -1.202 0.409 -0.35
H -1.299 0.690 0.302 0.33
C -0.276 -0.817 -0.587 0.20
N 2.368 0.349 -0.436 -0.06
N 2.491 -0.763 0.016 -0.05
```

Computed properties:
LUMO level: 0.410 eV
SMILES string: N1=NC1[C@@H]1NO1
Total charge: 0
Highest occupied orbital energy: -10.054 eV

<x>
Entry from the Open Molecules 2025 dataset: the molecule C2H3N3O (ωB97M-V/def2-TZVPD).

Structure (XYZ):
```
9
Properties=species:S:1:pos:R:3:nbo_charge:R:1
O 2.058 0.060 -0.034 -0.65
N -1.254 -0.717 -0.050 -0.17
C 0.709 0.039 -0.009 0.39
N -1.455 0.606 -0.025 -0.22
N 0.012 -1.081 0.022 -0.32
C -0.237 1.122 -0.004 -0.15
H -0.157 2.230 0.060 0.23
H 2.341 -0.875 -0.005 0.49
H -2.017 -1.384 0.046 0.41
```

Computed properties:
LUMO level: 0.965 eV
SMILES string: Oc1cn[nH]n1
Total charge: 0
Highest occupied orbital energy: -9.348 eV

Verdict on stability: <w> comes out at the bottom.

<w>
Entry from the Open Molecules 2025 dataset: the molecule C2H3N3O (ωB97M-V/def2-TZVPD).

Structure (XYZ):
```
9
Properties=species:S:1:pos:R:3:nbo_charge:R:1
N 0.940 0.633 -0.786 -0.34
C 0.128 -1.354 -0.387 -0.03
C -0.068 0.870 0.042 0.16
H -0.433 1.830 0.375 0.23
H -1.315 -1.600 1.320 0.50
O -1.421 -0.627 1.294 -0.51
N -0.549 -0.342 0.285 -0.09
H 1.641 1.293 -1.085 0.42
N 1.077 -0.702 -1.058 -0.34
```

Computed properties:
LUMO level: 0.664 eV
Total charge: 0
Highest occupied orbital energy: -8.903 eV

<x>
Entry from the Open Molecules 2025 dataset: the molecule C2H3N3O (ωB97M-V/def2-TZVPD).

Structure (XYZ):
```
9
Properties=species:S:1:pos:R:3:nbo_charge:R:1
N 0.807 0.753 -0.032 -0.43
O -0.469 0.831 1.541 -0.68
N -0.390 -0.881 -0.806 -0.35
C -0.560 0.985 0.076 0.42
N -1.321 0.027 -0.512 -0.22
C 0.861 -0.460 -0.454 0.15
H 1.724 -1.107 -0.454 0.21
H -0.631 -1.765 -1.219 0.41
H -0.020 1.616 1.860 0.48
```

Computed properties:
LUMO level (spin up / spin down): -0.428 / -0.425 eV
SMILES string: Oc1nc[nH]n1
Total charge: 0
Highest occupied orbital energy (spin up / spin down): -8.810 / -8.806 eV

Verdict on stability: <x> comes out at the bottom.